# 1
22
Properties=species:S:1:pos:R:3:nbo_charge:R:1 method="wB97M-V/def2-TZVPD" e_tot_ev=-15355.3003 lumo_energy_ev="-2.14 / -2.15" charge=0 fmax_ev_per_a=4.1 de_lowest_ev=6.8437
C -3.600 -0.637 -0.593 -0.5279
C -0.658 -2.356 0.036 -0.5035
C -3.283 0.069 0.416 -0.1838
C 0.005 -1.255 -0.103 -0.2886
C 2.684 -0.261 -0.445 -1.1440
C 0.880 1.091 1.759 -1.0128
C 0.310 1.567 -1.212 -1.1292
Si 0.954 0.288 -0.081 1.5477
H -3.062 -1.549 -0.904 0.1941
H -4.517 -0.537 -1.237 0.2176
H -0.999 -2.870 0.900 0.2271
H -1.020 -2.837 -0.931 0.2231
H -2.770 -0.006 1.343 0.1943
H 2.855 -0.587 -1.515 0.2488
H 3.394 0.617 -0.373 0.2395
H 3.151 -1.163 0.160 0.2601
H 0.119 0.860 2.421 0.2301
H 1.794 0.848 2.241 0.2238
H 0.930 2.183 1.451 0.2214
H 1.164 2.016 -1.648 0.2457
H -0.360 1.038 -1.905 0.2587
H -0.413 2.161 -0.687 0.2577

# 2
23
Properties=species:S:1:pos:R:3:nbo_charge:R:1 method="wB97M-V/def2-TZVPD" e_tot_ev=-8177.1515 lumo_energy_ev=0.74 charge=0 fmax_ev_per_a=2.5 smiles=CCC(C)(C)B1CC1 de_lowest_ev=1.8686
C -0.166 2.372 0.156 -0.6069
C -0.813 1.263 -0.665 -0.3875
C -0.673 -0.142 -0.071 -0.3234
C -1.452 -1.129 -0.954 -0.5998
C -1.235 -0.212 1.352 -0.6069
B 0.959 -0.727 -0.033 0.8962
C 1.997 -1.784 0.349 -0.7958
C 2.437 -0.498 -0.367 -0.8022
H -0.264 3.321 -0.366 0.2104
H 0.890 2.166 0.310 0.2056
H -0.648 2.473 1.125 0.2000
H -0.374 1.264 -1.665 0.2011
H -1.879 1.484 -0.774 0.1937
H -2.518 -0.904 -0.920 0.2057
H -1.306 -2.152 -0.612 0.2113
H -1.123 -1.062 -1.990 0.2059
H -2.272 0.124 1.368 0.2035
H -1.201 -1.235 1.721 0.2139
H -0.660 0.408 2.036 0.2064
H 2.326 -1.915 1.372 0.2422
H 2.107 -2.706 -0.209 0.2432
H 2.829 -0.604 -1.369 0.2425
H 3.039 0.197 0.206 0.2408

# 3
32
Properties=species:S:1:pos:R:3:nbo_charge:R:1 method="wB97M-V/def2-TZVPD" e_tot_ev=-443038.9732 lumo_energy_ev=-9.03 charge=+2 fmax_ev_per_a=3.4 de_lowest_ev=1.7250
Na -2.964 -2.937 -1.419 0.9739
Na -4.227 0.259 -1.984 0.9741
Na -3.345 -1.385 1.072 0.9292
C -1.121 0.462 -1.385 -0.2415
O -2.012 -0.591 -1.099 -1.1719
H -0.922 1.248 -0.656 0.1551
H -0.153 -0.005 -1.567 0.1895
H -1.567 1.092 -2.154 0.1347
Br 5.305 -1.812 -1.383 0.0120
C 4.713 0.027 -1.694 -0.4666
C 3.410 -0.114 -2.363 -0.3936
Br 2.758 1.703 -2.920 -0.0596
H 5.284 0.393 -2.547 0.2420
H 4.691 0.662 -0.809 0.2426
H 2.588 -0.475 -1.745 0.1928
H 3.447 -0.689 -3.288 0.2344
Br -4.473 4.158 1.716 0.0165
C -3.232 2.940 2.766 -0.4362
C -2.485 2.113 1.763 -0.4596
Br -1.981 0.451 2.605 -0.0230
H -3.728 2.284 3.481 0.2301
H -2.564 3.486 3.433 0.2517
H -1.660 2.696 1.354 0.2549
H -3.029 1.879 0.848 0.2013
Br 1.393 -0.979 2.898 0.0386
C 0.814 -1.470 1.087 -0.4556
C 1.042 -2.989 0.904 -0.4257
Br 0.573 -3.358 -0.974 -0.0380
H 1.320 -0.832 0.362 0.2326
H -0.259 -1.333 0.956 0.1898
H 0.358 -3.524 1.563 0.2157
H 2.028 -3.362 1.180 0.2595

# 4
24
Properties=species:S:1:pos:R:3:nbo_charge:R:1 method="wB97M-V/def2-TZVPD" e_tot_ev=-21506.9425 lumo_energy_ev=-4.23 charge=+1 fmax_ev_per_a=4.1 smiles="CC(C)[N+](=CCl)C(C)C" de_lowest_ev=1.9006
C 0.805 1.713 1.338 -0.6280
C 0.680 0.822 0.118 -0.0371
C 0.982 1.600 -1.251 -0.6051
N -0.700 0.188 0.050 -0.2821
C -1.701 0.915 -0.194 0.1675
Cl -3.293 0.456 -0.188 0.1845
C -0.733 -1.331 0.072 -0.0509
C 0.085 -1.972 1.218 -0.6224
C -0.223 -1.818 -1.282 -0.6379
H 0.000 2.580 1.225 0.2006
H 0.528 1.330 2.297 0.2431
H 1.751 2.215 1.327 0.2522
H 1.344 -0.161 0.239 0.2311
H 1.973 2.133 -1.139 0.2504
H 0.205 2.384 -1.254 0.2051
H 1.015 0.939 -2.054 0.2299
H -1.490 2.011 -0.328 0.2452
H -1.840 -1.615 0.267 0.2412
H 0.079 -3.007 1.104 0.2465
H 1.097 -1.640 0.989 0.2009
H -0.125 -1.840 2.259 0.2470
H 0.789 -1.452 -1.328 0.2161
H -0.835 -1.516 -2.238 0.2437
H -0.395 -2.936 -1.248 0.2585

# 5
27
Properties=species:S:1:pos:R:3:nbo_charge:R:1 method="wB97M-V/def2-TZVPD" e_tot_ev=-35318.0451 lumo_energy_ev=-5.88 charge=+1 fmax_ev_per_a=5.7 smiles="C=[N+](C1CCCCC1)S(=N)(=N)Cl" de_lowest_ev=5.6525
C 0.180 0.408 2.472 0.1072
N -0.479 0.551 1.372 -0.4149
C -0.163 -0.015 0.149 -0.1147
C 1.138 0.758 -0.552 -0.3587
C 1.368 0.178 -1.869 -0.3750
C 1.548 -1.376 -1.826 -0.4107
C 0.390 -2.028 -1.307 -0.4054
C 0.140 -1.508 0.157 -0.4047
S -2.063 1.495 1.251 1.7816
N -2.047 2.298 -0.052 -0.9763
N -3.182 0.427 1.161 -0.9534
Cl -1.753 2.785 3.063 -0.1957
H -0.078 0.941 3.311 0.2382
H 1.032 -0.260 2.394 0.2317
H -0.996 0.137 -0.509 0.2516
H 1.983 0.795 0.138 0.2044
H 0.896 1.716 -0.764 0.2129
H 2.072 0.705 -2.375 0.2312
H 0.337 0.344 -2.427 0.1871
H 1.844 -1.458 -2.923 0.2459
H 2.427 -1.508 -1.111 0.2002
H -0.446 -1.616 -1.850 0.2045
H 0.227 -3.120 -1.196 0.2459
H -0.481 -2.251 0.668 0.2460
H 1.125 -1.563 0.745 0.1837
H -1.424 3.117 -0.102 0.4185
H -3.595 0.047 1.981 0.4187

# 6
24
Properties=species:S:1:pos:R:3:nbo_charge:R:1 method="wB97M-V/def2-TZVPD" e_tot_ev=-27901.6139 lumo_energy_ev=0.76 charge=0 fmax_ev_per_a=4.1 smiles="C=C[C@](C)(Cl)[Si](C)(C)C" de_lowest_ev=0.9127
C -2.059 -2.250 1.195 -0.3735
C -0.945 -1.592 1.042 -0.2307
C -0.791 -0.363 0.202 -0.3929
C -1.666 0.671 0.938 -0.6152
Cl -1.699 -0.752 -1.408 -0.1517
Si 0.821 0.477 -0.534 1.6251
C 1.961 -0.829 -1.480 -1.0868
C 1.611 0.997 1.106 -1.1471
C 0.379 1.811 -1.928 -1.0577
H -1.998 -3.088 1.983 0.1976
H -3.057 -2.107 0.855 0.2104
H -0.089 -1.906 1.638 0.2146
H -1.614 1.650 0.530 0.2102
H -1.131 0.715 2.008 0.2102
H -2.653 0.295 1.130 0.2254
H 2.776 -1.284 -0.945 0.2334
H 1.349 -1.677 -1.851 0.2459
H 2.436 -0.319 -2.311 0.2300
H 1.164 1.964 1.445 0.2391
H 1.465 0.292 1.944 0.2442
H 2.730 1.241 1.063 0.2468
H -0.219 1.306 -2.688 0.2574
H -0.066 2.654 -1.457 0.2281
H 1.294 2.094 -2.473 0.2372

# 7
24
Properties=species:S:1:pos:R:3:mulliken_spin:R:1 method="wB97M-V/def2-TZVPD" e_tot_ev=-27896.7552 lumo_energy_ev="0.67 / -4.28" spin_multiplicity=3 charge=0 fmax_ev_per_a=4.4 de_lowest_ev=1.4997
C 1.246 2.433 1.071 0.6780
C 1.674 1.162 1.005 0.5235
C -1.570 0.647 -0.040 0.0628
C -1.116 -1.794 -0.597 0.0300
C -0.602 -0.861 1.653 -0.0058
C 1.104 0.130 -2.314 0.0334
C -0.658 -0.576 0.142 0.1625
Si 1.120 -0.102 -0.388 0.2524
Cl 2.133 -1.742 0.134 0.0756
H 1.434 2.892 2.020 0.0834
H 0.675 2.970 0.259 0.0203
H 2.273 0.734 1.846 0.0388
H -1.446 1.004 -1.058 0.0014
H -2.650 0.380 0.116 0.0142
H -1.338 1.360 0.828 -0.0224
H -0.357 -2.582 -0.646 0.0014
H -1.226 -1.328 -1.678 0.0018
H -2.136 -2.149 -0.437 0.0098
H -0.171 -1.919 1.758 0.0015
H 0.055 -0.064 2.121 0.0087
H -1.564 -1.061 2.090 0.0105
H 1.428 1.098 -2.556 0.0151
H 1.724 -0.700 -2.855 -0.0005
H -0.033 0.068 -2.476 0.0036

# 8
26
Properties=species:S:1:pos:R:3:nbo_charge:R:1 method="wB97M-V/def2-TZVPD" e_tot_ev=-14679.0108 lumo_energy_ev=-4.51 charge=+1 fmax_ev_per_a=5.3 smiles="CCCCNC1=[NH+][C@@H](F)CN1" de_lowest_ev=2.8986
C -1.683 -2.554 0.449 -0.6424
C -1.672 -1.518 -0.858 -0.4310
C -2.326 -0.049 -0.505 -0.4122
C -1.344 1.222 -0.970 -0.2568
N -0.503 1.551 0.245 -0.5061
C 0.863 1.485 0.127 0.7390
N 1.891 1.809 1.231 -0.5975
C 2.578 0.431 1.339 0.2940
F 1.512 -0.605 1.600 -0.3900
C 2.829 0.212 -0.297 -0.2813
N 1.784 1.097 -1.006 -0.6564
H -1.824 -3.668 0.043 0.2390
H -2.599 -2.367 1.171 0.2207
H -0.702 -2.462 1.089 0.2205
H -0.591 -1.408 -1.334 0.2094
H -2.352 -2.035 -1.691 0.2341
H -3.344 0.132 -1.057 0.2489
H -2.395 0.029 0.672 0.2077
H -2.055 2.155 -1.192 0.2459
H -0.690 0.951 -1.907 0.2693
H -0.941 1.845 1.166 0.4638
H 1.223 1.983 2.019 0.3828
H 3.500 0.394 2.055 0.2589
H 3.954 0.389 -0.648 0.2600
H 2.497 -0.916 -0.447 0.2537
H 2.392 1.899 -1.295 0.4259